Formula: C44H40F3N5O4Pr
Source: OMol25
Level of theory: ωB97M-V/def2-TZVPD

Output
Net charge: -1
Multiplicity: 3
E_LUMO (alpha / beta) in eV: 2.423 / 2.421

Structure (XYZ):
```
97
C44H40F3N5O4Pr, DFT ωB97M-V/def2-TZVPD
Pr 0.031 1.237 0.292
C -5.127 -0.873 -0.972
C -3.919 -1.143 -0.120
C -3.394 -0.153 0.701
C -2.298 -0.408 1.516
C -1.705 -1.664 1.518
C -2.209 -2.653 0.686
C -3.307 -2.393 -0.119
H -5.108 -1.476 -1.879
H -5.168 0.173 -1.269
H -6.043 -1.104 -0.423
H -3.836 0.836 0.707
H -1.968 0.364 2.207
H -0.850 -1.850 2.148
H -1.741 -3.629 0.661
H -3.685 -3.164 -0.779
C -1.368 -2.946 -2.814
C -2.110 -1.688 -3.168
C -3.159 -1.780 -4.071
C -3.903 -0.669 -4.438
C -3.610 0.546 -3.849
C -2.575 0.673 -2.926
C -2.380 2.013 -2.277
C -1.778 -0.435 -2.605
N -0.701 -0.341 -1.691
C 0.455 -0.829 -2.178
O 0.746 -1.093 -3.346
C 1.494 -1.166 -1.123
C 2.564 -1.976 -1.465
C 3.419 -2.400 -0.460
C 3.192 -1.996 0.845
C 2.127 -1.148 1.103
N 1.299 -0.755 0.134
C 1.865 -0.676 2.522
O 2.653 -1.079 3.381
N 0.787 0.118 2.664
C 0.460 0.444 4.005
C 0.409 -0.532 5.028
C 0.539 -2.010 4.780
C 0.173 -0.140 6.340
C -0.053 1.181 6.683
C -0.120 2.119 5.670
C 0.101 1.764 4.346
C -0.167 2.813 3.302
H -2.021 -3.813 -2.935
H -1.017 -2.918 -1.782
H -0.494 -3.070 -3.453
H -3.394 -2.750 -4.495
H -4.710 -0.754 -5.153
H -4.193 1.425 -4.097
H -2.420 2.823 -3.007
H -1.416 2.077 -1.776
H -3.155 2.196 -1.528
H 2.675 -2.256 -2.502
H 4.254 -3.049 -0.693
H 3.814 -2.291 1.677
H 0.326 -2.275 3.749
H -0.162 -2.548 5.422
H 1.552 -2.352 4.988
H 0.155 -0.905 7.107
H -0.222 1.466 7.713
H -0.374 3.148 5.897
H 0.392 3.735 3.471
H -1.230 3.062 3.294
H 0.091 2.448 2.317
C 3.048 2.663 2.209
N 2.357 2.369 0.961
C 2.983 2.726 -0.110
C 2.478 2.564 -1.425
C 3.150 2.792 -2.626
C 2.248 2.468 -3.642
C 1.075 2.066 -3.006
N 1.193 2.119 -1.665
C 4.055 1.624 2.649
C 4.835 0.918 1.742
C 5.791 0.018 2.188
C 5.978 -0.187 3.547
C 5.195 0.507 4.457
C 4.238 1.402 4.008
H 2.314 2.780 3.004
H 3.572 3.626 2.114
H 3.969 3.199 -0.036
H 4.168 3.135 -2.724
H 2.412 2.499 -4.706
H 0.167 1.714 -3.471
H 4.683 1.048 0.677
H 6.385 -0.533 1.470
H 6.716 -0.898 3.894
H 5.309 0.331 5.518
H 3.599 1.910 4.721
F -1.054 4.727 -1.247
C -1.063 4.672 0.093
F -1.106 5.922 0.556
F 0.141 4.160 0.466
C -2.228 3.773 0.619
O -3.290 4.311 0.830
O -1.884 2.554 0.752
```

Results of the Löwdin charge analysis, in e, for atoms 1 through 2: Pr 1.237; C -0.038

Formula: C44H40IrN4O2P2S2
Source: OMol25
Level of theory: ωB97M-V/def2-TZVPD

Output
Net charge: +3
E_LUMO (alpha / beta) in eV: -9.338 / -9.339

Structure (XYZ):
```
95
C44H40IrN4O2P2S2, DFT ωB97M-V/def2-TZVPD
Ir 0.324 -0.432 0.800
O -0.391 1.288 0.075
S -1.866 1.754 0.089
C -2.848 0.541 -0.729
C -3.697 1.017 -1.714
C -4.429 0.105 -2.467
C -4.257 -1.253 -2.268
C -3.395 -1.725 -1.282
C -2.685 -0.835 -0.488
P -1.706 -1.449 0.893
C -0.473 -2.600 0.289
C 0.191 -3.429 1.234
C 1.200 -4.277 0.814
C 1.575 -4.308 -0.529
C 0.969 -3.467 -1.452
C -0.044 -2.604 -1.058
C -2.807 -2.368 1.970
C -2.985 -3.739 1.756
C -3.964 -4.412 2.471
C -4.755 -3.736 3.390
C -4.573 -2.376 3.607
C -3.605 -1.688 2.895
C -2.464 1.637 1.768
C -3.774 2.062 1.946
C -4.298 2.136 3.229
C -3.511 1.794 4.319
C -2.204 1.362 4.133
C -1.658 1.284 2.851
P 0.061 0.775 2.661
C 1.039 2.272 2.717
C 2.219 2.395 1.984
C 2.975 3.552 2.080
C 2.553 4.590 2.899
C 1.380 4.472 3.632
C 0.621 3.316 3.547
C 0.509 -0.269 4.040
C -0.245 -1.404 4.367
C 0.152 -2.219 5.411
C 1.309 -1.917 6.127
C 2.064 -0.800 5.803
C 1.671 0.025 4.759
H -3.786 2.081 -1.898
H -5.117 0.464 -3.220
H -4.800 -1.961 -2.880
H -3.299 -2.793 -1.126
H -0.115 -3.422 2.273
H 1.682 -4.933 1.527
H 2.344 -4.997 -0.854
H 1.274 -3.485 -2.491
H -0.514 -1.965 -1.800
H -2.380 -4.283 1.044
H -4.108 -5.472 2.307
H -5.521 -4.271 3.936
H -5.189 -1.853 4.327
H -3.474 -0.626 3.059
H -4.384 2.347 1.096
H -5.317 2.468 3.373
H -3.911 1.868 5.322
H -1.606 1.080 4.991
H 2.557 1.589 1.356
H 3.897 3.644 1.520
H 3.142 5.495 2.970
H 1.056 5.282 4.271
H -0.284 3.233 4.135
H -1.161 -1.633 3.837
H -0.442 -3.083 5.682
H 1.615 -2.554 6.947
H 2.955 -0.563 6.370
H 2.260 0.901 4.515
C -0.738 0.397 -7.367
N -1.056 0.287 -5.949
C -0.163 0.207 -4.966
N 1.128 0.182 -5.323
S -0.649 0.140 -3.332
H -1.667 0.453 -7.925
H -0.189 -0.479 -7.716
H -0.162 1.301 -7.571
H -2.017 0.314 -5.656
H 1.429 0.220 -6.282
H 1.821 0.149 -4.600
N 5.730 -2.081 1.710
C 5.812 -0.866 1.118
O 6.772 -0.138 1.188
C 4.597 -0.379 0.351
C 4.802 0.637 -0.579
C 3.721 1.162 -1.270
C 2.455 0.703 -0.974
N 2.248 -0.263 -0.054
C 3.306 -0.804 0.581
H 6.554 -2.416 2.184
H 5.011 -2.746 1.495
H 5.813 0.994 -0.732
H 3.850 1.942 -2.007
H 1.573 1.091 -1.471
H 3.075 -1.579 1.305
```

Results of the Löwdin charge analysis, in e, for atoms 1 through 2: Ir 1.034; O -0.659